The following is a DFT calculation (wB97M-V/def2-TZVPD) of a 19-piece molecular cluster, C27H74BIN20O39 overall in a non-equilibrium geometry.

HOMO-LUMO gap, eV: 9.015
E_tot, eV: -147581.379

```
! wB97M-V def2-TZVPD RIJCOSX def2/J DEFGRID3
* xyz 0 1
C 2.56 -0.97 -3.71
C 3.04 0.28 -2.87
C 2.55 0.22 -1.36
I 1.10 1.81 -1.11
C 3.75 0.24 -0.35
C 3.64 1.22 0.85
C 2.59 0.82 1.92
N 2.67 -0.18 2.70
O 4.01 -1.05 0.17
C 4.67 -1.90 -0.75
C 6.23 -1.68 -0.86
N 6.59 -1.00 -2.13
C 4.43 -3.39 -0.25
B 2.89 -3.78 -0.50
O 1.82 -3.17 0.22
O 2.48 -4.72 -1.48
H 2.25 -0.58 -4.70
H 3.39 -1.70 -3.83
H 1.73 -1.52 -3.23
H 2.64 1.19 -3.35
H 4.15 0.31 -2.94
H 2.02 -0.75 -1.23
H 4.65 0.56 -0.93
H 3.53 2.28 0.54
H 4.63 1.18 1.37
H 1.69 1.46 2.02
H 3.57 -0.65 2.51
H 4.23 -1.85 -1.77
H 6.58 -1.05 -0.01
H 6.79 -2.63 -0.86
H 6.45 0.00 -2.06
H 6.08 -1.39 -2.92
H 5.03 -4.03 -0.95
H 4.79 -3.55 0.78
H 1.91 -3.42 1.15
H 3.10 -4.72 -2.21
C -2.67 0.66 0.39
N -2.60 2.14 0.38
O -1.83 2.67 1.16
O -3.32 2.72 -0.41
H -1.98 0.28 1.14
H -3.70 0.38 0.63
H -2.40 0.31 -0.60
C -1.04 -4.91 0.68
N -1.61 -3.98 1.69
O -1.51 -4.28 2.86
O -2.14 -2.97 1.27
H -0.61 -5.76 1.20
H -1.85 -5.23 0.04
H -0.28 -4.36 0.12
C -1.67 4.94 -2.04
N -1.49 4.90 -3.51
O -0.99 5.87 -4.05
O -1.86 3.90 -4.08
H -1.30 5.89 -1.67
H -2.73 4.83 -1.83
H -1.10 4.11 -1.62
C -2.23 3.89 4.18
N -2.60 5.07 5.01
O -3.76 5.20 5.32
O -1.70 5.82 5.31
H -3.13 3.31 3.98
H -1.80 4.26 3.25
H -1.51 3.30 4.74
C -3.59 -8.90 1.49
N -2.95 -7.72 0.85
O -1.89 -7.90 0.29
O -3.53 -6.66 0.94
H -2.97 -9.77 1.33
H -3.69 -8.68 2.55
H -4.57 -9.03 1.02
C 2.06 6.39 -2.59
N 2.93 5.68 -1.63
O 3.55 4.72 -2.04
O 2.97 6.11 -0.50
H 2.13 5.90 -3.56
H 1.04 6.35 -2.21
H 2.41 7.42 -2.65
C 10.12 -1.13 -2.67
N 11.43 -1.80 -2.46
O 12.19 -1.85 -3.40
O 11.66 -2.24 -1.35
H 10.06 -0.79 -3.69
H 9.35 -1.87 -2.46
H 10.06 -0.30 -1.98
C -4.48 -0.58 -4.01
N -3.61 -1.29 -3.05
O -2.99 -2.25 -3.45
O -3.58 -0.86 -1.91
H -4.41 -1.07 -4.98
H -5.50 -0.63 -3.63
H -4.13 0.45 -4.07
C 11.90 -5.77 -2.22
N 10.49 -6.11 -1.93
O 9.64 -5.67 -2.68
O 10.28 -6.79 -0.96
H 11.94 -5.15 -3.12
H 12.29 -5.22 -1.37
H 12.44 -6.70 -2.37
C -5.53 -8.27 -1.66
N -6.95 -8.56 -1.32
O -7.80 -8.13 -2.07
O -7.16 -9.20 -0.31
H -5.49 -7.70 -2.57
H -5.11 -7.71 -0.83
H -5.03 -9.23 -1.78
C -6.43 4.37 1.96
N -6.26 4.33 0.49
O -5.76 5.30 -0.05
O -6.64 3.33 -0.08
H -6.06 5.32 2.33
H -7.50 4.28 2.17
H -5.87 3.55 2.38
C -6.80 -6.03 3.16
N -6.02 -6.78 4.17
O -5.46 -7.80 3.82
O -5.98 -6.32 5.29
H -6.74 -6.56 2.21
H -7.83 -5.98 3.51
H -6.37 -5.04 3.07
C -9.59 3.60 5.55
N -9.41 3.56 4.08
O -8.90 4.52 3.54
O -9.78 2.56 3.51
H -9.21 4.55 5.91
H -10.65 3.51 5.74
H -9.03 2.77 5.97
C -8.14 7.67 2.37
N -7.94 8.33 3.69
O -8.39 9.44 3.84
O -7.33 7.70 4.52
H -8.70 8.35 1.73
H -7.16 7.46 1.95
H -8.70 6.76 2.55
C 12.13 -2.76 1.88
N 12.93 -3.52 2.88
O 13.53 -4.49 2.49
O 12.93 -3.09 4.01
H 12.22 -3.25 0.92
H 11.09 -2.77 2.22
H 12.52 -1.75 1.84
C 2.66 0.73 -8.78
N 2.91 -0.03 -7.53
O 2.31 -1.07 -7.38
O 3.71 0.45 -6.76
H 1.93 0.19 -9.38
H 2.28 1.71 -8.50
H 3.61 0.82 -9.31
C -14.21 4.98 5.12
N -12.86 4.37 5.27
O -12.14 4.34 4.30
O -12.58 3.93 6.37
H -14.32 5.32 4.10
H -14.94 4.22 5.36
H -14.27 5.82 5.82
C 6.06 6.36 -0.06
N 7.35 7.08 -0.16
O 8.36 6.47 0.10
O 7.30 8.24 -0.51
H 6.26 5.34 0.25
H 5.45 6.88 0.67
H 5.60 6.38 -1.04
*
```

Atom charges from the Mulliken analysis, given in e for atoms 1 to 4: C -0.849; C -0.309; C -0.479; I 0.184